Computed, not measured: a 11-piece molecular cluster, F6H20O10P overall in a non-equilibrium geometry, with the ωB97M-V functional and the def2-TZVPD basis.

Atoms and positions in Å:
H -3.246 0.556 -1.025
O 3.415 -0.194 -1.142
H 0.582 -4.248 -0.752
P -0.333 0.042 0.003
H -0.726 3.283 -2.334
H 3.394 -1.107 -1.442
F -1.126 1.329 0.559
H -1.260 -0.631 -2.929
O -2.043 0.573 3.593
H 2.642 3.925 -2.326
O 1.693 3.801 -2.242
H 1.561 3.548 -1.322
H -0.100 0.357 3.719
F 0.453 -1.297 -0.428
F 0.802 0.299 1.131
O -0.970 -0.797 -3.836
O 0.749 -0.050 3.944
O 1.361 -4.785 -0.946
H 1.983 -4.559 -0.249
F -1.266 -0.878 0.968
H 2.536 -0.053 -0.770
H -2.076 1.503 3.347
F 0.559 0.878 -1.051
O 2.961 1.290 2.699
O -1.152 -3.958 0.740
H -0.690 -3.112 0.790
H -2.070 -3.735 0.911
H 3.845 0.919 2.756
H -2.336 0.110 2.800
H -1.138 2.216 -1.335
O -1.428 3.054 -1.716
O -4.184 0.788 -1.073
H -4.640 -0.057 -1.040
H -0.228 -0.198 -3.955
H 2.635 1.009 1.834
F -1.505 -0.099 -1.142
H 1.348 0.280 3.262

Values from the calculation:
Charge: -1
Energy relative to the best compared isomer or geometry (same formula, charge and spin) (eV): 0.683
Calculated total energy (Eh): -1705.29463
E_HOMO (eV): -7.586
Gap between HOMO and LUMO (eV): 10.235


Computed, not measured: F6H6N3O19PS6Tl as an isolated structure in a non-equilibrium geometry, with the ωB97M-V functional and the def2-TZVPD basis.

Atoms and positions in Å:
S -21.208 -23.048 -14.731
O -19.872 -18.590 -10.195
O -18.446 -22.854 -6.414
H -23.466 -20.874 -10.243
O -20.826 -24.390 -14.298
S -17.187 -21.171 -8.406
O -22.095 -25.677 -9.887
H -19.853 -20.990 -8.211
O -16.651 -21.247 -14.478
O -24.003 -23.389 -13.827
F -17.565 -23.878 -11.225
O -22.686 -22.962 -10.185
H -20.892 -20.591 -7.184
F -19.773 -22.299 -14.620
O -15.511 -23.109 -11.818
O -17.265 -20.270 -7.241
O -22.913 -20.093 -10.275
F -18.023 -19.773 -13.236
O -17.175 -24.111 -13.444
O -22.672 -25.114 -11.901
O -15.887 -21.702 -8.733
O -23.627 -21.244 -15.111
P -22.213 -24.367 -10.678
Tl -20.405 -21.397 -11.067
O -20.739 -20.638 -8.128
F -24.137 -21.183 -12.820
N -17.856 -21.969 -12.271
O -17.202 -24.059 -8.259
F -17.370 -20.091 -9.611
F -19.508 -23.879 -8.147
S -23.332 -22.085 -13.975
S -16.822 -23.120 -12.451
N -21.889 -22.102 -13.444
S -16.826 -20.899 -13.141
S -18.169 -23.058 -7.842
O -21.595 -22.828 -16.131
O -15.763 -20.223 -12.377
H -19.776 -18.393 -9.263
N -18.602 -22.000 -8.812
H -23.243 -19.536 -9.570
H -20.382 -17.858 -10.543
O -20.765 -24.393 -11.040

Values from the calculation:
2S+1: 2
Charge: -4
Calculated total energy (Eh): -5099.22934
E_HOMO (spin up / spin down) (eV): 3.973 / 4.578
Gap between HOMO and LUMO (spin up / spin down) (eV): 3.733 / 3.135


Computed, not measured: a 40-piece molecular cluster, F6H78O39P overall in a non-equilibrium geometry, with the ωB97M-V functional and the def2-TZVPD basis.

Atoms and positions in Å:
O -0.659 -1.499 6.427
H -2.553 -0.308 1.668
H -2.927 3.903 -5.232
H 4.036 1.941 -0.167
H -4.941 -3.103 -1.346
O -3.192 -0.434 2.369
H -3.466 0.708 3.763
H -2.459 1.261 -5.658
H -1.539 3.591 -4.714
H -4.570 -4.668 0.044
O -2.000 4.065 -5.406
H 4.203 -1.701 -4.669
F -1.529 0.334 0.703
O -3.234 -0.283 -1.803
O 3.332 -1.757 3.431
O -1.208 4.092 3.013
H 4.956 5.096 0.001
H -3.618 2.161 1.612
O 0.645 -0.528 4.083
O 0.338 -5.861 -0.040
H 2.562 -2.757 6.259
H 1.051 -5.519 -0.580
H 5.558 0.424 -2.228
H 3.760 -1.498 -3.236
H 0.360 2.007 5.287
O -5.070 -2.321 -1.883
H 4.644 1.342 3.982
H 0.776 -6.249 0.718
H -6.090 0.875 1.000
O 1.932 4.104 -4.107
H 2.528 3.355 -4.107
H 0.101 -1.531 5.845
H 0.833 5.675 -0.604
O 2.466 2.638 2.535
H 2.314 -2.606 4.773
H 0.703 -0.719 3.147
H 1.297 3.906 -3.418
H 2.369 -2.785 -1.082
P -0.052 0.178 0.039
H 1.571 2.695 2.871
H -0.285 -1.484 7.308
O -4.527 -1.040 -4.458
H -0.797 -4.762 -0.064
H -3.701 -1.108 -1.670
O 5.001 0.387 0.059
O 0.529 2.622 4.574
O -1.236 -2.347 -3.861
H -0.749 1.270 -3.911
H -3.871 1.417 -1.882
H -1.220 2.893 -0.192
H 1.842 -1.672 -4.580
O -5.152 0.992 0.850
F -0.570 -1.273 -0.651
H 5.486 1.761 -2.935
O -1.527 -4.146 -0.118
O -4.193 -4.854 -0.816
H -5.976 -2.061 -1.717
O 4.453 4.915 0.795
O -1.656 1.513 -3.726
H -1.965 0.843 -3.117
O -3.758 1.251 4.496
H -1.280 6.146 2.501
H 4.918 -0.198 -0.694
H 1.125 -1.923 -1.123
F 1.420 -0.069 -0.596
O -4.220 2.265 -1.609
H -2.442 -0.100 -6.321
H -1.135 -3.293 0.069
H -0.113 6.127 -1.697
H 1.184 -0.869 -5.682
H 3.989 -3.429 0.438
H -4.175 -0.633 -3.666
H -3.226 0.960 5.237
O 3.434 2.685 -0.190
H -1.769 -5.140 -1.862
F 0.403 1.614 0.742
O 3.845 -4.257 2.261
H 5.130 -0.199 0.805
H 0.981 3.356 4.991
H 3.173 1.698 3.937
H 0.741 0.423 4.140
H -2.357 -0.444 -1.454
H 2.594 -1.148 3.432
O -2.468 0.837 -6.516
O -1.848 3.506 -0.573
H -2.073 3.778 2.749
O 1.456 -2.786 -1.370
H -3.247 -4.827 -0.674
O -3.430 3.091 1.489
H -3.826 -2.986 4.843
H -5.477 -0.999 -4.347
O 4.002 -3.507 -0.516
H -4.042 -0.358 1.936
H 4.047 4.063 0.633
H 2.563 2.289 -0.196
H -0.526 -1.935 -4.355
O -1.642 -5.946 -2.361
H -0.825 -2.634 -3.046
H 2.437 3.097 1.696
H -0.767 5.949 1.090
O 6.038 1.244 -2.349
F -0.449 0.961 -1.317
H -5.097 1.433 0.002
H -3.446 2.790 -1.409
O -4.212 -2.628 4.044
O 1.009 -1.553 -5.035
F 0.481 -0.687 1.321
O 5.248 -1.465 -2.154
H -1.907 -6.644 -1.762
H -3.603 -1.941 3.771
O 3.437 -1.759 -4.099
O 0.080 5.387 -1.121
H 4.774 -4.485 2.253
H 4.070 -1.240 3.108
O -1.360 6.490 1.612
H 4.854 -2.302 -1.912
H -0.852 3.388 3.556
H -1.315 4.246 -0.865
H 3.687 -3.923 3.144
O 3.808 1.162 4.412
H -2.743 3.112 0.823
H 6.008 -1.702 -2.686
O 2.021 -3.092 5.544
H 3.559 -4.336 -0.695

Values from the calculation:
Charge: -1
Energy relative to the best compared isomer or geometry (same formula, charge and spin) (eV): 0.761
Calculated total energy (Eh): -3922.09105
E_HOMO (eV): -7.903
Gap between HOMO and LUMO (eV): 8.730


Computed, not measured: a 2-piece molecular cluster, F7H2O2PS2 overall in a non-equilibrium geometry, with the ωB97M-V functional and the def2-TZVPD basis.

Atoms and positions in Å:
H -2.746 0.709 1.754
P 1.259 0.522 -2.171
F -0.046 1.102 -1.259
F 2.238 -0.735 -2.587
F -0.036 -0.018 1.124
F 1.464 1.027 -3.722
S -0.349 -0.645 2.451
H -2.891 -1.397 1.395
F 1.911 1.997 -1.857
O -0.099 0.228 3.514
O -0.086 -2.015 2.485
S -2.508 -0.491 2.312
F 1.858 0.124 -0.653
F 0.031 -0.408 -2.785

Values from the calculation:
Charge: 0
Calculated total energy (Eh): -1988.44208
E_HOMO (eV): -10.537
Gap between HOMO and LUMO (eV): 7.205


Computed, not measured: F8LiN4O16S8 as an isolated structure in a non-equilibrium geometry, with the ωB97M-V functional and the def2-TZVPD basis.

Atoms and positions in Å:
O -0.146 -1.606 -1.002
S 3.020 3.042 -0.836
O -2.905 2.939 -0.481
N -1.225 -3.490 0.271
N 2.486 1.814 -1.694
F -2.255 -2.520 -1.667
S 2.723 0.553 -0.697
O -1.594 3.964 -2.263
F -1.385 -0.189 -3.088
O -0.522 2.156 2.531
F 2.566 4.215 -1.832
O -3.212 0.130 -1.634
S -1.092 0.906 2.861
S -0.804 -2.875 -1.138
O 1.154 -4.452 0.468
O -0.288 -3.744 -2.150
F 1.355 -1.725 1.956
O 0.183 -1.855 3.952
F -2.534 0.988 2.104
S -1.674 3.013 -1.211
S -2.289 0.898 -2.387
F -0.679 3.562 -0.126
O -1.552 0.689 4.201
N -1.010 1.576 -1.524
O 1.576 0.355 0.132
O 1.521 0.141 3.405
O 2.272 3.354 0.339
O 4.442 3.175 -0.740
N -0.679 -0.390 2.019
Li -0.400 0.421 0.091
O -2.748 1.688 -3.480
O 3.997 0.340 -0.113
O -0.735 -5.945 -0.082
S 0.598 -0.860 3.024
S -0.231 -4.739 0.509
F 2.594 -0.578 -1.771
F -0.527 -4.951 2.053

Values from the calculation:
Charge: -3
Energy relative to the best compared isomer or geometry (same formula, charge and spin) (eV): 0.000
Calculated total energy (Eh): -5414.97957
E_HOMO (eV): -2.362
Gap between HOMO and LUMO (eV): 8.875


Computed, not measured: FFeH48O24 as an isolated structure in a non-equilibrium geometry, with the ωB97M-V functional and the def2-TZVPD basis.

Atoms and positions in Å:
H 20.669 -13.711 5.782
H 22.352 -14.373 -0.367
O 17.172 -16.648 6.093
H 20.894 -11.153 3.588
H 17.209 -12.458 7.091
H 18.462 -13.086 6.520
O 19.203 -17.684 2.114
O 24.175 -14.738 2.701
H 19.122 -10.123 2.376
O 24.798 -11.314 4.159
O 24.495 -13.631 5.678
O 24.469 -14.975 8.328
Fe 23.511 -15.355 4.626
H 23.404 -15.838 7.336
H 23.522 -12.385 0.688
H 19.830 -16.962 2.148
O 22.233 -15.145 0.186
H 23.287 -17.760 3.147
H 20.612 -11.928 7.977
H 24.492 -13.476 6.622
O 20.814 -11.337 8.702
H 24.528 -15.226 1.958
H 22.355 -17.903 4.332
H 20.822 -8.540 5.024
H 22.287 -11.056 5.887
H 19.595 -13.519 -0.112
O 20.436 -9.168 5.634
H 21.198 -16.017 8.996
H 19.211 -13.150 1.305
O 17.507 -13.115 6.462
H 22.090 -16.291 6.737
H 20.904 -14.915 3.029
O 19.811 -16.496 4.811
H 25.409 -14.966 8.507
H 21.181 -14.881 1.541
H 18.801 -17.695 2.982
H 24.089 -14.428 9.016
H 23.852 -13.921 2.321
O 20.468 -14.944 2.177
H 17.419 -13.404 4.587
F 21.652 -14.425 4.547
H 19.802 -15.874 8.426
O 20.279 -13.421 6.607
H 25.679 -16.993 4.469
H 20.585 -14.057 7.254
H 18.961 -16.302 5.205
O 18.947 -13.028 0.393
O 22.631 -10.522 6.602
H 24.815 -12.812 5.301
O 21.324 -18.548 5.935
H 24.743 -11.249 3.206
H 26.127 -15.663 5.036
O 23.311 -12.515 1.613
H 16.408 -13.146 3.489
O 19.398 -11.026 2.531
O 21.462 -11.440 4.302
O 22.888 -17.263 3.861
H 18.787 -11.355 3.191
H 22.420 -12.177 1.705
O 17.069 -13.776 3.777
O 25.343 -16.165 4.811
O 20.725 -15.897 8.172
H 20.201 -15.637 4.646
H 21.405 -12.396 4.286
H 23.117 -15.492 0.307
H 19.994 -10.872 8.868
H 17.711 -16.394 6.842
H 20.990 -17.846 5.375
H 21.168 -9.723 5.903
H 17.552 -17.474 5.793
O 22.987 -16.052 6.502
H 23.973 -10.946 4.473
H 22.465 -11.040 7.390
H 20.858 -18.436 6.764

Values from the calculation:
2S+1: 5
Charge: +1
Calculated total energy (Eh): -3198.02461
E_HOMO (spin up / spin down) (eV): -12.199 / -12.183
Gap between HOMO and LUMO (spin up / spin down) (eV): 8.818 / 8.804


Computed, not measured: FH14InO7 as an isolated structure in a non-equilibrium geometry, with the ωB97M-V functional and the def2-TZVPD basis.

Atoms and positions in Å:
F -1.093 -19.546 -22.257
H 1.231 -17.203 -23.557
O -2.454 -17.259 -22.788
H -2.859 -16.384 -22.905
H 1.747 -19.633 -24.238
O -1.461 -17.299 -25.470
H -0.807 -17.978 -19.811
H -0.490 -18.303 -21.193
H -0.198 -20.067 -26.632
In -0.965 -18.831 -24.011
H -1.363 -20.726 -26.158
H -2.242 -17.186 -26.025
O 0.322 -17.326 -23.291
H -3.813 -19.248 -23.749
H 1.055 -20.442 -23.193
O 0.920 -19.989 -24.018
O -3.038 -19.483 -24.302
H -0.821 -16.931 -26.065
H -3.267 -20.267 -24.812
H -2.617 -17.449 -21.831
O -0.207 -17.676 -20.507
O -0.836 -19.971 -25.942
H 0.009 -16.541 -22.770

Values from the calculation:
Charge: +2
Energy relative to the best compared isomer or geometry (same formula, charge and spin) (eV): 0.000
Calculated total energy (Eh): -824.52083
E_HOMO (eV): -17.159
Gap between HOMO and LUMO (eV): 9.371


Computed, not measured: a 11-piece molecular cluster, FH20O10 overall in a non-equilibrium geometry, with the ωB97M-V functional and the def2-TZVPD basis.

Atoms and positions in Å:
O 0.999 1.716 2.046
H -0.086 -2.385 -0.276
H -0.193 -0.273 -1.547
H 3.125 -0.857 0.313
H -0.850 -1.351 -2.269
O 2.436 -0.704 -0.400
H 0.417 -3.150 -1.405
H -2.758 -1.301 0.948
H 0.757 1.161 1.280
H 2.048 1.761 -2.270
O -0.654 2.220 -1.001
O -0.264 -0.640 -2.452
F 0.001 -0.063 0.267
H -1.439 1.259 2.533
H 0.054 2.214 -1.641
H 1.636 -0.349 -0.045
H 1.375 1.077 2.661
O 0.469 -3.096 -0.455
O -1.777 1.235 1.667
H -1.230 0.685 1.180
O -1.918 -1.705 0.703
H 0.407 -0.847 1.690
H -1.995 1.417 -1.189
H -0.334 1.486 -0.432
H 2.330 0.869 -1.138
H -2.500 0.419 -2.185
H -1.283 -0.991 0.583
O -2.660 0.699 -1.312
O 2.091 1.815 -1.335
O 0.433 -1.098 2.602
H 1.363 -1.224 2.880

Values from the calculation:
Charge: -1
Energy relative to the best compared isomer or geometry (same formula, charge and spin) (eV): 0.491
Calculated total energy (Eh): -864.35115
E_HOMO (eV): -6.893
Gap between HOMO and LUMO (eV): 9.930


Computed, not measured: FH2NO3S as an isolated structure in a non-equilibrium geometry, with the ωB97M-V functional and the def2-TZVPD basis.

Atoms and positions in Å:
N -1.146 -0.268 0.142
H -0.750 -0.504 0.984
O 0.367 -0.348 -0.890
F 1.709 -0.506 0.968
H -1.400 0.761 -0.111
O 1.592 1.655 -0.464
S 1.755 0.225 -0.547
O -2.126 -1.016 -0.081

Values from the calculation:
Charge: 0
Energy relative to the best compared isomer or geometry (same formula, charge and spin) (eV): 2.004
Calculated total energy (Eh): -779.57166
E_HOMO (spin up / spin down) (eV): -10.566 / -10.566
Gap between HOMO and LUMO (spin up / spin down) (eV): 8.698 / 8.700


Computed, not measured: an isolated molecule of FH2PS in a non-equilibrium geometry, with the ωB97M-V functional and the def2-TZVPD basis.

Atoms and positions in Å:
P -0.325 -0.710 0.280
S 0.657 1.136 0.211
F -0.640 -0.948 -1.311
H 1.881 0.623 0.325
H -1.573 -0.101 0.496

Values from the calculation:
2S+1: 3
Charge: 0
Energy relative to the best compared isomer or geometry (same formula, charge and spin) (eV): 1.395
Calculated total energy (Eh): -840.45255
E_HOMO (spin up / spin down) (eV): -5.381 / -10.474
Gap between HOMO and LUMO (spin up / spin down) (eV): 5.880 / 6.979